# C31H31N6W

A structure of composition C31H31N6W at a distorted geometry (ωB97M-V with the def2-TZVPD basis set, OMol25).

Results
- E_HOMO (alpha / beta): -2.048 / -2.000 eV
- 2S+1: 1
- F_max: 2.80 eV/Å
- Charge: -1
- DFT total energy: -1595.56536 a.u.
- Energy relative to the best compared isomer or geometry (same formula, charge and spin): 49.5 kcal/mol

Geometry (Å):
1 W -0.01308 0.18010 -0.26641
2 C 3.36772 -0.62300 -2.71981
3 C 4.39372 0.08740 -2.08111
4 C 4.05492 1.13780 -1.26321
5 C 2.69742 1.47010 -1.04101
6 N 1.69412 0.64960 -1.54901
7 C 2.05992 -0.31270 -2.42491
8 N 2.43282 2.63460 -0.45671
9 C 1.18992 3.07120 -0.25651
10 N 0.06762 2.29510 -0.25021
11 C -1.02808 3.10130 -0.15721
12 N -2.30028 2.71460 -0.18041
13 C -2.69388 1.55530 -0.69501
14 C -4.07278 1.24290 -0.67641
15 C -4.56658 0.20310 -1.43021
16 C -3.68668 -0.48920 -2.27091
17 C -2.34428 -0.19100 -2.21921
18 N -1.80938 0.72640 -1.38211
19 C -0.60808 4.46870 -0.07551
20 C -1.31098 5.66840 -0.07871
21 C -0.59668 6.84510 -0.11911
22 C 0.80412 6.83640 -0.14701
23 C 1.51632 5.65470 -0.15181
24 C 0.81412 4.45270 -0.12451
25 H 3.59732 -1.41460 -3.41821
26 H 5.42912 -0.17760 -2.24731
27 H 4.79922 1.76030 -0.79321
28 H 1.24472 -0.85310 -2.90531
29 H -4.71538 1.86260 -0.07271
30 H -5.61338 -0.06680 -1.39841
31 H -4.04588 -1.25520 -2.94161
32 H -1.63338 -0.69950 -2.86861
33 H -2.39068 5.66190 -0.08011
34 H -1.11768 7.79400 -0.14111
35 H 1.33042 7.78150 -0.18861
36 H 2.59542 5.65650 -0.19771
37 C -0.16848 0.13250 4.25709
38 C -0.18108 -0.60720 2.90749
39 C 1.01902 -1.56830 2.87359
40 C -1.46768 -1.44600 2.82109
41 C -0.11598 0.37300 1.74719
42 H -0.20478 -0.57140 5.08999
43 H -1.02338 0.80190 4.33789
44 H 0.73902 0.72490 4.35569
45 H 0.99792 -2.22930 3.74079
46 H 1.95202 -1.00770 2.88259
47 H 0.98262 -2.17520 1.97389
48 H -1.52368 -2.14740 3.65409
49 H -1.47108 -2.00630 1.89039
50 H -2.34448 -0.80190 2.84419
51 H -0.09688 1.39620 2.15889
52 C 2.64662 -2.79070 -0.21491
53 C 1.39382 -3.59840 -0.40081
54 C 1.46522 -4.97440 -0.50931
55 C 0.32302 -5.74950 -0.62501
56 C -0.91588 -5.13090 -0.62761
57 C -1.03178 -3.75720 -0.53731
58 C -2.39108 -3.11750 -0.53631
59 C 0.13092 -2.94540 -0.44131
60 N 0.03452 -1.61540 -0.36461
61 H 3.20352 -3.14490 0.65289
62 H 2.39562 -1.73560 -0.06431
63 H 3.29602 -2.87330 -1.08561
64 H 2.43872 -5.44840 -0.49231
65 H 0.39822 -6.82340 -0.71181
66 H -1.81698 -5.72950 -0.68931
67 H -3.02678 -3.55830 0.23289
68 H -2.87988 -3.25960 -1.50111
69 H -2.29858 -2.04530 -0.34911